Record 1
A 4-piece molecular cluster, C3H16NO3S overall in a non-equilibrium geometry, computed with wB97M-V/def2-TZVPD.

## Properties
Frontier orbital gap, eV: 9.298
Relative energy (zero: lowest compared OMol25 entry of this formula, charge and spin), eV: 3.1834
DFT total energy, a.u.: -802.23395
Total charge: +1

The geometry in XYZ format:
```
24
C3H16NO3S (wB97M-V/def2-TZVPD)
C 1.22 -1.08 0.71
C -0.08 -0.57 0.14
C -0.93 -1.64 -0.40
S -1.94 -0.96 -1.75
N -0.61 0.40 1.17
H 1.77 -1.82 0.08
H 1.23 -1.34 1.77
H 2.09 -0.29 0.79
H 0.08 0.23 -0.73
H -0.39 -2.49 -0.99
H -1.55 -2.30 0.46
H -3.25 -0.96 -1.65
H -1.50 0.90 0.88
H -1.01 0.00 2.14
H 0.16 1.19 1.24
H 0.70 2.81 -0.88
H 2.02 2.43 -0.25
O 1.08 2.11 -0.47
H -2.41 -4.58 1.92
H -3.72 -3.51 2.08
O -2.77 -3.64 2.14
H 2.83 5.67 -2.74
H 3.81 4.61 -2.49
O 3.19 4.83 -3.18
```

Record 2
A 9-piece molecular cluster, C24H70N4O12 overall in a non-equilibrium geometry, computed with wB97M-V/def2-TZVPD.

## Properties
Frontier orbital gap (alpha / beta), eV: 1.839 / 8.857
Spin multiplicity: 2
DFT total energy, a.u.: -2078.04873
⟨S²⟩: 0.7503
Total charge: -1

The geometry in XYZ format:
```
110
C24H70N4O12 (wB97M-V/def2-TZVPD)
C -23.93 19.19 -0.34
C -22.74 18.69 0.53
O -21.74 18.03 -0.28
O -24.92 19.72 0.55
H -24.39 18.40 -0.93
H -23.62 19.89 -1.11
H -23.11 18.00 1.29
H -22.31 19.59 0.95
H -20.92 18.33 0.12
H -24.66 20.62 0.77
C -23.20 15.43 2.19
C -22.00 15.10 3.14
O -22.33 15.45 4.48
O -24.00 14.25 2.15
H -22.80 15.64 1.20
H -23.79 16.27 2.55
H -21.29 15.89 2.91
H -21.58 14.10 2.99
H -23.00 14.86 4.82
H -24.67 14.36 1.46
C -22.53 16.35 -3.32
C -21.09 16.95 -3.52
O -21.07 18.40 -3.59
O -23.04 16.37 -1.98
H -22.48 15.30 -3.60
H -23.22 16.95 -3.91
H -20.75 16.40 -4.39
H -20.45 16.61 -2.71
H -20.14 18.63 -3.61
H -22.61 17.09 -1.52
C -26.21 15.76 -1.01
O -25.07 14.95 -0.74
H -27.06 15.23 -1.42
H -26.62 16.17 -0.08
H -25.91 16.60 -1.64
H -24.41 15.48 -1.19
C -27.85 14.06 2.38
O -27.41 14.39 3.65
H -27.90 12.97 2.29
H -28.87 14.37 2.17
H -27.15 14.28 1.57
H -27.38 15.35 3.71
C -28.76 17.64 3.91
C -27.97 17.68 2.62
C -28.13 19.00 1.92
O -29.51 19.20 1.61
C -30.21 20.27 2.26
N -26.56 17.54 2.99
H -28.54 16.77 4.53
H -29.82 17.69 3.66
H -28.58 18.52 4.52
H -28.25 16.88 1.94
H -27.64 18.96 0.95
H -27.84 19.88 2.49
H -31.22 20.27 1.85
H -29.83 21.27 2.03
H -30.35 20.14 3.33
H -26.24 18.05 3.80
H -25.97 17.93 2.26
C -22.59 12.86 -2.26
C -23.14 11.77 -1.34
C -22.60 11.82 0.10
O -21.22 11.40 0.18
C -20.71 11.11 1.47
N -24.56 12.13 -1.24
H -22.78 13.80 -1.74
H -23.18 12.93 -3.18
H -21.53 12.61 -2.30
H -22.91 10.80 -1.78
H -23.27 11.17 0.66
H -22.75 12.73 0.67
H -19.70 10.73 1.38
H -21.23 10.29 1.96
H -20.78 11.99 2.11
H -24.89 12.07 -2.19
H -24.60 13.12 -1.02
C -29.71 13.84 -2.52
C -30.36 13.41 -1.24
C -31.87 13.62 -1.14
O -32.12 15.01 -1.23
C -33.49 15.31 -0.85
N -30.21 11.96 -1.07
H -28.64 13.70 -2.42
H -29.82 14.90 -2.75
H -30.06 13.33 -3.42
H -29.81 13.98 -0.49
H -32.03 13.26 -0.12
H -32.43 12.92 -1.76
H -33.78 14.93 0.13
H -34.24 14.91 -1.54
H -33.58 16.39 -0.74
H -29.22 11.85 -0.88
H -30.35 11.58 -1.99
C -26.13 16.25 -9.74
C -25.64 15.71 -8.43
C -26.01 16.54 -7.25
O -25.67 15.93 -6.00
C -25.98 16.79 -4.85
N -26.20 14.35 -8.32
H -25.88 15.57 -10.55
H -25.64 17.19 -9.99
H -27.22 16.30 -9.81
H -24.56 15.58 -8.36
H -27.07 16.77 -7.17
H -25.37 17.42 -7.28
H -25.59 17.81 -4.88
H -25.53 16.26 -4.01
H -27.05 16.71 -4.67
H -27.17 14.49 -8.09
H -26.07 13.85 -9.19
```

Record 3
C5H11O4Sm as an isolated structure in a non-equilibrium geometry, computed with wB97M-V/def2-TZVPD.

## Properties
Frontier orbital gap (alpha / beta), eV: 5.754 / 6.979
Relative energy (zero: lowest compared OMol25 entry of this formula, charge and spin), eV: 0.1191
Spin multiplicity: 7
DFT total energy, a.u.: -1155.69133
⟨S²⟩: 12.0267
Total charge: +1

The geometry in XYZ format:
```
21
C5H11O4Sm (wB97M-V/def2-TZVPD)
C -1.39 2.64 -0.27
O -2.61 2.21 -0.82
H -1.39 3.73 -0.30
H -1.27 2.30 0.77
H -0.54 2.26 -0.86
O 2.21 -2.15 1.94
C 3.23 -2.49 1.21
C 3.44 -0.82 -0.25
O 2.23 -0.59 -0.65
C -2.71 0.82 -1.13
C -2.87 -0.09 0.08
O -1.73 -0.30 0.83
Sm 0.44 -0.91 0.90
H 3.07 -3.27 0.45
H 4.22 -2.51 1.69
H 4.15 -1.24 -0.98
H 3.89 -0.12 0.48
H -3.59 0.72 -1.77
H -1.82 0.51 -1.71
H -3.28 -1.05 -0.32
H -3.68 0.33 0.71
```